Entry 1:
ORCA calculation (the ωB97M-V functional and the def2-TZVPD basis) on a 2-piece molecular cluster, C5H11N overall.

Computed properties:
lowest unoccupied orbital energy: 0.95 eV
total charge: 0
largest force on an atom: 0.78 eV Å⁻¹
frontier orbital gap: 7.8 eV
E_tot: -251.716552 a.u.

Cartesian coordinates (Å):
C1 0.104 1.741 -1.059
N1 -0.432 1.041 -0.099
C2 -1.610 0.919 0.764
C3 -0.345 0.171 0.874
C4 0.387 -1.784 -1.386
C5 0.787 -0.238 1.732
H1 1.165 1.614 -1.244
H2 0.310 -0.719 -1.628
H3 -0.518 2.375 -1.674
H4 -2.489 0.448 0.316
H5 -1.832 1.809 1.365
H6 -0.177 -1.991 -0.475
H7 1.437 -2.044 -1.230
H8 -0.023 -2.366 -2.212
H9 0.484 -0.997 2.456
H10 1.572 -0.676 1.103
H11 1.230 0.612 2.274

Entry 2:
ORCA calculation (the ωB97M-V functional and the def2-TZVPD basis) on a 2-piece molecular cluster, C5H11N overall at a distorted geometry.

Computed properties:
lowest unoccupied orbital energy: 1.07 eV
total charge: 0
largest force on an atom: 1.45 eV Å⁻¹
frontier orbital gap: 10.2 eV
E_tot: -251.788802 a.u.

Cartesian coordinates (Å):
C1 1.642 1.971 -0.916
C2 1.471 0.560 -0.391
C3 0.796 -0.467 -0.948
C4 0.587 -1.818 -0.242
H1 0.888 2.225 -1.697
H2 1.472 2.714 -0.111
H3 2.667 2.070 -1.289
H4 2.064 0.308 0.507
H5 0.503 -0.421 -1.999
H6 1.013 -1.760 0.776
H7 -0.494 -2.117 -0.293
H8 1.217 -2.609 -0.733
C5 -3.088 -0.060 1.730
N1 -2.333 -0.828 1.050
H9 -4.123 -0.367 1.946
H10 -2.761 0.971 2.034
H11 -1.520 -0.373 0.577

Entry 3:
ORCA calculation (the ωB97M-V functional and the def2-TZVPD basis) on an isolated ion of composition C5H11N and charge +1 at a distorted geometry.

Computed properties:
lowest unoccupied orbital energy (alpha / beta): -2.87 / -8.20 eV
total charge: +1
largest force on an atom: 6.35 eV Å⁻¹
frontier orbital gap (alpha / beta): 13.0 / 7.7 eV
2S+1: 2
E_tot: -251.485921 a.u.

Cartesian coordinates (Å):
C1 -0.441 -0.099 1.075
N1 -0.884 0.077 -0.302
C2 -1.604 1.353 -0.609
C3 0.509 0.134 -1.034
C4 1.326 -0.994 -0.311
C5 0.717 -1.259 1.072
H1 -1.275 -0.371 1.702
H2 0.178 0.710 1.491
H3 -1.212 1.663 -1.533
H4 -1.488 2.234 -0.025
H5 -2.681 1.155 -0.576
H6 0.916 1.215 -0.885
H7 0.534 -0.085 -2.172
H8 2.399 -0.569 -0.097
H9 1.397 -1.936 -0.898
H10 0.342 -2.319 1.127
H11 1.267 -0.909 1.975

Calculated values (eV) of energy above the lowest of the compared OMol25 structures with the same formula, charge and spin for the records, taken in order: 3.9723, 2.0062, 2.7522.